C3H9NO2S2 | wB97M-V/def2-TZVPD

The geometry in XYZ format:
```
17
Properties=species:S:1:pos:R:3:forces:R:3
N -1.136564 -1.400415 0.405302 1.393 -3.793 0.510
C 0.323327 -1.174501 -0.035067 -4.470 -0.558 -1.021
C 0.907271 -2.526308 -0.031783 0.991 0.120 -1.339
O 1.623454 -2.852649 0.854424 0.632 -1.008 0.934
C 1.059873 -0.190251 0.761385 2.020 0.622 0.422
S 1.272570 1.449978 0.026312 -0.184 -0.058 1.131
S -0.436884 2.267347 -0.449899 -0.877 0.705 -1.349
H -1.332923 -2.240698 1.115180 1.098 2.652 -1.889
H -1.468818 -0.570384 0.770771 -1.130 1.838 1.041
H 0.184330 -0.893690 -1.110994 0.503 0.209 0.759
H 0.761610 -3.077675 -0.985627 -0.240 -0.455 0.552
H 2.126844 -0.398900 0.692483 0.469 -0.617 0.010
H 0.954573 -0.182643 1.876334 -0.639 0.493 -0.902
H -0.962824 1.616385 -1.579936 0.337 -0.349 1.292
H -3.271724 -0.687023 -0.623077 0.728 1.681 -0.018
H -3.975510 0.478526 -1.315190 2.011 0.055 1.418
O -3.145130 0.306172 -0.737784 -2.641 -1.538 -1.552
```
Forces are in eV/Å.

The value obtained for the HOMO energy (spin up / spin down) is -0.504 / -0.503 hartree. As for the relative energy (zero: lowest compared OMol25 entry of this formula, charge and spin): 1.952 eV. As for the multiplicity: 2. The molecular weight is 155.24 g mol⁻¹. As for the total charge: +1. The LUMO energy (spin up / spin down) is -0.1514 / -0.3185 Ha.

=====

C22H19F10N4O6ReS | wB97M-V/def2-TZVPD

The geometry in XYZ format:
```
63
Properties=species:S:1:pos:R:3:forces:R:3
Re 0.177982 0.631690 0.978249 -0.065 -0.122 0.175
C 0.979262 0.203193 -5.146341 -0.007 0.002 -0.022
C -0.016207 0.873119 -4.212389 0.041 0.014 0.017
N 0.631507 1.447532 -3.011650 -0.009 -0.003 0.010
C 1.028842 2.866491 -3.058984 -0.012 -0.033 -0.019
C 2.474156 3.063447 -3.490108 0.005 -0.012 -0.001
C 0.866029 0.670664 -1.979321 0.117 0.027 0.002
S 1.694771 1.391226 -0.562792 -0.108 -0.009 -0.026
N 0.598583 -0.627854 -2.072761 -0.023 -0.009 -0.031
C 0.486764 -1.478712 -1.083658 -0.156 0.003 0.032
O 0.347034 -1.156922 0.168164 0.037 0.023 -0.018
C 0.463871 -2.916361 -1.382853 0.049 0.022 -0.035
C 0.379947 -3.844750 -0.345332 0.005 -0.001 0.012
C 0.370204 -5.197574 -0.632216 -0.006 -0.010 0.004
C 0.438379 -5.627519 -1.951060 0.001 -0.008 0.001
C 0.516487 -4.706231 -2.987680 -0.005 0.016 0.003
C 0.528715 -3.352260 -2.707106 0.004 -0.013 0.010
H 0.439848 -0.253916 -5.975656 0.007 0.000 -0.002
H 1.534373 -0.575792 -4.625637 -0.003 -0.001 0.002
H 1.687187 0.918885 -5.562494 -0.014 -0.013 0.006
H -0.771811 0.169312 -3.874609 -0.001 -0.018 0.010
H -0.524279 1.698516 -4.707149 -0.007 -0.002 0.003
H 0.856494 3.300962 -2.077398 -0.017 0.010 0.016
H 0.345398 3.351225 -3.752620 0.002 0.006 -0.002
H 3.162956 2.564909 -2.806618 -0.003 0.002 -0.001
H 2.709414 4.127354 -3.485831 -0.003 -0.001 -0.003
H 2.652037 2.681330 -4.494130 -0.004 0.010 0.014
H 0.326592 -3.502522 0.678328 0.002 0.000 -0.003
H 0.307853 -5.918990 0.170907 0.000 -0.001 -0.002
H 0.427457 -6.686501 -2.172742 0.001 0.000 0.002
H 0.564314 -5.045986 -4.013153 -0.001 0.000 0.000
H 0.579915 -2.623785 -3.503588 0.004 0.004 -0.003
F 2.330715 -1.548441 7.858053 -0.041 0.005 0.003
C 1.582345 -1.193295 6.824473 0.003 -0.040 0.013
C 1.720448 -0.003303 6.244864 0.014 -0.012 -0.044
N 0.951695 0.357510 5.143727 -0.125 -0.043 0.066
C 1.080686 1.678476 4.551806 0.012 -0.009 0.038
C 0.990871 1.517333 3.068026 -0.072 0.130 -0.274
O 0.174478 2.193613 2.362922 0.091 0.088 0.019
O 1.638718 0.600856 2.463007 0.192 0.050 0.070
C 0.015275 -0.493853 4.602249 0.137 -0.022 0.116
O -0.658259 -0.185010 3.620434 -0.028 -0.026 -0.168
N -0.103835 -1.699517 5.223658 -0.025 0.019 -0.016
C 0.610237 -2.176886 6.338628 0.052 -0.028 0.006
O 0.418257 -3.270722 6.788078 -0.020 0.019 -0.008
H 2.440133 0.720707 6.598283 -0.010 0.005 -0.001
H 2.055492 2.093488 4.809069 -0.017 -0.007 0.024
H 0.293051 2.357794 4.877832 0.015 -0.015 0.008
H -0.793118 -2.331271 4.836823 -0.003 -0.002 0.004
F -4.443088 2.048779 1.273922 0.027 0.030 0.024
C -3.127194 1.883894 1.279482 0.071 -0.035 0.008
F -2.818769 0.876228 2.104784 -0.044 0.042 0.001
F -2.564519 2.991976 1.769589 -0.007 -0.042 0.065
C -2.568335 1.561809 -0.144214 0.038 -0.087 -0.177
O -1.431815 0.785576 -0.093050 -0.077 0.109 0.126
C -3.610892 0.714194 -0.934352 -0.009 0.002 0.021
F -4.070542 -0.265399 -0.154415 -0.001 -0.017 -0.033
F -3.035192 0.152407 -1.999458 -0.037 0.034 0.013
F -4.634502 1.456322 -1.348331 0.009 -0.038 -0.038
C -2.263767 2.884979 -0.897931 0.025 0.020 0.069
F -2.052787 2.650062 -2.199366 -0.013 0.005 -0.001
F -1.141246 3.432083 -0.408183 0.014 -0.013 -0.050
F -3.248617 3.765433 -0.780182 -0.005 -0.005 -0.035
```
Forces are in eV/Å.

The value obtained for the HOMO energy (spin up / spin down) is -0.444 / -0.445 hartree. As for the relative energy (zero: lowest compared OMol25 entry of this formula, charge and spin): 0.068 eV. As for the multiplicity: 4. The molecular weight is 843.67 g mol⁻¹. As for the total charge: +1. The LUMO energy (spin up / spin down) is -0.1508 / -0.1628 Ha.